Entry from the Open Molecules 2025 dataset: C29H38N4OP2Pt as an isolated structure in a non-equilibrium geometry (ωB97M-V/def2-TZVPD).

Output
**Multiplicity**: 3
**Relative energy (zero: lowest compared OMol25 entry of this formula, charge and spin)**: 31.5 kJ/mol
**LUMO (alpha / beta)**: -0.186 / -1.083 eV
**E_tot**: -2223.917808 hartree
**Max |F|**: 0.051 Eh/bohr
**Molecular weight**: 715.68 Da
**HOMO energy (alpha / beta)**: -5.521 / -8.357 eV

CARTESIAN COORDINATES (ANGSTROEM)
Pt 0.419 -0.670 3.701
C -1.008 1.766 4.037
C -1.285 0.748 3.105
C -1.204 1.024 1.600
C -0.101 0.274 0.874
C 1.125 -0.002 1.715
C 1.614 0.957 2.657
C 1.128 2.376 2.789
C 0.128 2.700 3.951
C 1.550 -2.112 4.522
H -1.738 1.956 4.831
H -2.159 0.128 3.358
H -1.104 2.097 1.397
H -2.157 0.726 1.143
H -0.497 -0.696 0.522
H 0.180 0.856 -0.016
H 1.873 -0.699 1.298
H 2.650 0.798 3.004
H 0.729 2.773 1.843
H 2.031 2.955 3.027
H 0.721 2.684 4.891
H -0.229 3.748 3.828
H 0.970 -2.602 5.319
H 2.446 -1.654 4.964
H 1.834 -2.836 3.750
P 1.559 -0.911 -1.394
P -2.165 -0.313 -1.381
N 2.930 0.127 -1.734
N 2.098 -2.246 -2.380
N -2.325 1.343 -1.943
N -3.669 -0.964 -2.149
C 0.417 -0.156 -2.620
C -0.959 -0.875 -2.653
C 4.013 0.181 -0.846
C 5.014 0.955 -1.415
C 4.551 1.388 -2.702
C 3.272 0.856 -2.879
C 2.388 -3.509 -1.844
C 2.774 -4.346 -2.883
C 2.722 -3.578 -4.101
C 2.319 -2.292 -3.761
C -2.952 2.310 -1.137
C -2.786 3.552 -1.717
C -1.969 3.381 -2.880
C -1.742 2.020 -3.025
C -4.454 -0.457 -3.196
C -5.427 -1.396 -3.539
C -5.225 -2.537 -2.689
C -4.156 -2.249 -1.854
H 0.826 -0.179 -3.643
H 0.334 0.903 -2.330
H -1.412 -0.801 -3.662
H -0.835 -1.957 -2.450
H 3.939 -0.314 0.111
H 5.979 1.178 -0.980
H 5.091 2.016 -3.402
H 2.573 0.958 -3.701
H 2.258 -3.669 -0.782
H 3.058 -5.385 -2.796
H 2.939 -3.930 -5.098
H 2.132 -1.420 -4.372
H -3.443 2.020 -0.223
H -3.216 4.479 -1.367
H -1.594 4.161 -3.528
H -1.211 1.479 -3.794
H -4.244 0.529 -3.590
H -6.186 -1.307 -4.307
H -5.807 -3.454 -2.719
H -3.681 -2.838 -1.079
C -0.685 -0.176 6.511
C 0.488 0.086 5.620
O 1.458 0.723 5.998
H -1.267 0.753 6.575
H -0.296 -0.469 7.495
H -1.339 -0.963 6.129

The molecule's Löwdin atomic charges, reported in e, are given here:
1. Pt 1.11
2. C -0.10
3. C -0.24
4. C -0.22
5. C -0.34
6. C -0.33
7. C -0.25
8. C -0.18
9. C -0.18
10. C -0.32
11. H 0.12
12. H 0.10
13. H 0.11
14. H 0.06
15. H 0.04
16. H 0.08
17. H 0.05
18. H 0.11
19. H 0.11
20. H 0.11
21. H 0.12
22. H 0.13
23. H -0.01
24. H 0.00
25. H -0.02
26. P 1.11
27. P 1.12
28. N -0.25
29. N -0.27
30. N -0.25
31. N -0.26
32. C -0.41
33. C -0.37
34. C -0.14
35. C -0.10
36. C -0.09
37. C -0.14
38. C -0.14
39. C -0.10
40. C -0.08
41. C -0.13
42. C -0.15
43. C -0.09
44. C -0.08
45. C -0.15
46. C -0.14
47. C -0.10
48. C -0.11
49. C -0.16
50. H 0.06
51. H 0.06
52. H 0.09
53. H 0.08
54. H 0.09
55. H 0.09
56. H 0.09
57. H 0.09
58. H 0.10
59. H 0.09
60. H 0.09
61. H 0.09
62. H 0.10
63. H 0.09
64. H 0.09
65. H 0.10
66. H 0.10
67. H 0.09
68. H 0.09
69. H 0.10
70. C -0.07
71. C -0.55
72. O 0.00
73. H 0.08
74. H 0.09
75. H 0.07

Entry from the Open Molecules 2025 dataset: C29H38N5O3PSTl as an isolated structure in a non-equilibrium geometry (ωB97M-V/def2-TZVPD).

Output
**Multiplicity**: 1
**Charge**: +1
**Relative energy (zero: lowest compared OMol25 entry of this formula, charge and spin)**: 60.0 kJ/mol
**LUMO**: -3.721 eV
**E_tot**: -2539.057174 hartree
**Max |F|**: 0.022 Eh/bohr
**Molecular weight**: 772.08 Da
**HOMO energy**: -10.949 eV

CARTESIAN COORDINATES (ANGSTROEM)
Tl 0.726 0.899 0.344
O -0.546 2.647 -0.646
N -0.220 3.896 -0.390
C -0.762 4.849 -1.180
C -0.471 6.174 -1.000
C 0.421 6.536 0.011
C 0.970 5.557 0.806
C 0.627 4.212 0.627
S 1.296 2.991 1.648
H -1.427 4.459 -1.934
H -0.933 6.909 -1.641
H 0.689 7.572 0.162
H 1.666 5.797 1.596
O 8.038 0.944 -0.299
N 7.617 -0.192 -0.393
O 8.276 -1.171 -0.663
C 6.187 -0.402 -0.127
C 5.843 -1.578 0.442
C 4.486 -1.837 0.796
C 4.052 -3.051 1.363
C 2.723 -3.210 1.667
C 1.846 -2.138 1.455
N 2.246 -0.988 0.955
C 3.522 -0.844 0.575
C 3.880 0.357 -0.151
N 2.888 1.180 -0.550
C 3.175 2.271 -1.232
C 4.479 2.611 -1.580
C 5.509 1.779 -1.215
C 5.226 0.607 -0.488
H 6.604 -2.321 0.636
H 4.764 -3.848 1.530
H 2.346 -4.132 2.084
H 0.799 -2.179 1.736
H 2.342 2.905 -1.514
H 4.666 3.515 -2.140
H 6.526 2.015 -1.488
C -3.397 1.432 0.846
C -3.406 0.332 -0.224
C -3.067 0.978 -1.576
C -4.832 -0.220 -0.334
P -2.065 -0.947 0.212
N -0.767 -0.362 0.832
C -2.716 -2.037 1.625
C -1.560 -2.775 2.309
C -3.336 -1.142 2.705
C -3.767 -3.066 1.187
C -1.701 -2.022 -1.327
C -2.942 -2.488 -2.098
C -0.915 -3.266 -0.892
C -0.788 -1.262 -2.300
H -3.950 2.288 0.451
H -2.383 1.758 1.076
H -3.890 1.127 1.763
H -3.706 1.856 -1.694
H -3.280 0.318 -2.412
H -2.035 1.323 -1.630
H -5.480 0.600 -0.654
H -5.219 -0.576 0.618
H -4.929 -1.015 -1.069
H -0.862 -2.058 2.740
H -1.028 -3.456 1.649
H -1.980 -3.372 3.121
H -2.655 -0.342 2.994
H -3.524 -1.761 3.585
H -4.290 -0.716 2.408
H -3.341 -3.864 0.582
H -4.599 -2.625 0.643
H -4.182 -3.534 2.083
H -3.645 -3.031 -1.472
H -2.619 -3.170 -2.888
H -3.469 -1.669 -2.580
H -1.522 -3.979 -0.340
H -0.044 -2.994 -0.296
H -0.556 -3.775 -1.789
H -1.306 -0.484 -2.854
H -0.390 -1.976 -3.023
H 0.067 -0.817 -1.784

The molecule's Löwdin atomic charges, reported in e, are given here:
1. Tl 0.82
2. O -0.27
3. N -0.21
4. C 0.00
5. C -0.04
6. C -0.05
7. C -0.08
8. C -0.63
9. S 0.70
10. H 0.14
11. H 0.12
12. H 0.12
13. H 0.11
14. O 0.10
15. N -0.34
16. O 0.11
17. C -0.07
18. C 0.09
19. C -0.11
20. C 0.03
21. C 0.00
22. C -0.09
23. N 0.06
24. C -0.14
25. C -0.12
26. N 0.01
27. C -0.10
28. C 0.00
29. C 0.05
30. C -0.04
31. H 0.14
32. H 0.13
33. H 0.12
34. H 0.07
35. H 0.12
36. H 0.12
37. H 0.12
38. C -0.08
39. C -0.58
40. C -0.09
41. C -0.08
42. P 0.89
43. N -0.34
44. C -0.59
45. C -0.10
46. C -0.09
47. C -0.07
48. C -0.58
49. C -0.07
50. C -0.09
51. C -0.09
52. H 0.09
53. H 0.06
54. H 0.06
55. H 0.09
56. H 0.06
57. H 0.05
58. H 0.10
59. H 0.06
60. H 0.07
61. H 0.07
62. H 0.06
63. H 0.09
64. H 0.09
65. H 0.09
66. H 0.06
67. H 0.07
68. H 0.06
69. H 0.09
70. H 0.07
71. H 0.10
72. H 0.06
73. H 0.07
74. H 0.06
75. H 0.09
76. H 0.07
77. H 0.09
78. H 0.04